Entry 1:
Below is 3 unconnected molecules or ions with the total composition C26H40B2FN3O5P at a distorted geometry, with properties calculated with ωB97M-V/def2-TZVPD.

```
78
Properties=species:S:1:pos:R:3:lowdin_charge:R:1
C 1.67994 -2.00748 4.83494 0.02
C 1.84087 -0.75346 4.42924 -0.10
C 1.62889 0.85223 4.22297 -0.21
C 0.80693 1.22488 2.88517 -0.22
C -0.53154 0.35352 2.62591 -0.10
B -0.68970 -0.03123 1.00868 -0.87
C -0.57657 1.33573 0.05535 -0.06
C -1.86589 2.32822 0.26013 -0.14
F -1.58459 3.70525 -0.18193 -0.17
O -2.13423 -0.38931 0.78022 -0.08
C -2.09018 -1.79610 0.35493 -0.36
P -3.63847 -2.55502 -0.44274 0.91
C -5.22355 -1.74581 0.30383 -0.31
O -3.77198 -4.21955 0.09643 -0.37
C -0.61610 -2.12218 -0.24369 -0.27
C -0.20379 -1.59930 -1.72295 0.01
C 1.35459 -1.10906 -1.78530 -0.26
O 1.57360 0.13262 -2.08203 0.01
N 2.50540 -2.00519 -1.49973 -0.19
C 3.32522 -1.54318 -0.33542 -0.10
C 3.43840 -2.14001 -2.66185 -0.11
B -0.18622 -3.69417 -0.28720 -0.34
O -1.02959 -4.58740 -1.09599 0.02
C 1.07217 -4.37923 0.48402 -0.14
C 0.97744 -4.23430 2.09732 -0.12
O 0.15614 -1.19960 0.61629 -0.03
H 1.29684 -3.06730 5.10914 0.05
H 1.24567 1.36303 5.18610 0.11
H 2.71152 1.26569 4.06719 0.10
H 0.47386 2.34495 2.88983 0.12
H 1.49337 1.09111 1.96147 0.10
H -1.43342 1.05391 2.88194 0.09
H -0.65287 -0.57294 3.29675 0.10
H 0.41275 1.91650 0.21802 0.09
H -0.59424 1.07497 -1.08423 0.09
H -2.71007 1.92918 -0.41658 0.09
H -2.23637 2.36568 1.34689 0.11
H -2.05296 -2.34542 1.39466 0.13
H -6.17043 -2.14936 -0.24657 0.04
H -5.18469 -0.59666 0.28874 0.03
H -5.33641 -2.11375 1.40819 0.04
H -3.40906 -4.20767 1.02647 0.05
H -0.25073 -2.50807 -2.45897 0.12
H -0.88913 -0.79126 -2.16425 0.14
H 4.02590 -2.42784 -0.03087 0.10
H 2.71002 -1.22051 0.58012 0.10
H 4.04198 -0.65866 -0.58814 0.07
H 3.76099 -1.14342 -3.14344 0.09
H 4.41239 -2.63990 -2.25691 0.10
H 3.05915 -2.82969 -3.50405 0.09
H -0.75259 -4.57982 -2.04163 0.10
H 2.09858 -3.99803 0.13411 0.08
H 1.06417 -5.52638 0.25716 0.10
H 1.73187 -3.42945 2.41933 0.06
H -0.10843 -3.90271 2.34065 0.08
H 1.28592 -5.21566 2.61083 0.07
N 6.62771 2.23894 -0.82999 0.04
C 6.50805 3.47862 -0.32318 -0.17
C 5.29955 4.14239 -0.18623 -0.09
C 4.14333 3.49377 -0.59907 -0.07
C 4.23664 2.21380 -1.12800 -0.06
C 5.49177 1.63353 -1.22016 -0.16
H 7.43968 3.94498 -0.01787 0.09
H 5.26241 5.14110 0.23199 0.10
H 3.17811 3.98124 -0.50917 0.11
H 3.35422 1.67886 -1.46045 0.08
H 5.61649 0.63322 -1.62333 0.09
N -6.68892 3.64206 -3.06216 0.04
C -5.73419 4.42895 -3.58919 -0.17
C -4.45535 4.54442 -3.06830 -0.07
C -4.13902 3.80919 -1.93369 -0.06
C -5.10601 2.98936 -1.36711 -0.07
C -6.35512 2.93970 -1.96502 -0.16
H -6.03028 4.98598 -4.47283 0.09
H -3.72479 5.19278 -3.53676 0.10
H -3.14850 3.87241 -1.49460 0.08
H -4.89342 2.40227 -0.48194 0.09
H -7.14314 2.31105 -1.56150 0.10
```

Results
E ... -2045.97913 Ha
Spin multiplicity ... 1
HOMO ... -0.1845 Ha
Frontier orbital gap ... 7.5253 eV
Charge ... -1

Entry 2:
Below is a molecular structure, C26H40BrCaNOP2 at a distorted geometry, with properties calculated with ωB97M-V/def2-TZVPD.

```
72
Properties=species:S:1:pos:R:3:lowdin_charge:R:1
N -3.51969 -6.79883 2.16228 0.08
C -3.11649 -6.17380 3.27962 -0.11
C -2.93538 -4.78424 3.37417 -0.01
C -3.14637 -4.00188 2.21210 -0.22
C -3.62696 -4.66957 1.05376 0.01
C -3.81631 -6.06191 1.09092 -0.11
C -2.88527 -2.57693 2.19293 -0.20
Ca -2.69800 -0.04392 2.51474 1.38
P -1.08229 4.09832 0.98339 0.96
C -2.83243 -1.79561 1.01615 -0.37
C -1.56644 -1.63048 0.25333 -0.26
C -1.59427 -0.80376 -0.88031 -0.05
C -0.43810 -0.45802 -1.54481 -0.11
C 0.81907 -0.95858 -1.15608 -0.38
C 0.82614 -1.88202 -0.08574 -0.10
C -0.32676 -2.19168 0.62684 -0.02
Br 1.67989 1.36877 0.53769 0.68
H -2.75611 -2.12523 3.21916 0.03
H -3.81299 -1.54409 0.54098 0.12
H -2.58558 -4.36315 4.31744 0.11
H -3.84304 -4.12044 0.14250 0.11
H -2.87122 -6.82397 4.11868 0.12
H -4.16218 -6.60931 0.20897 0.12
H -2.56907 -0.46774 -1.24122 0.13
H -0.28776 -2.86725 1.49700 0.13
H -0.54540 0.25427 -2.35527 0.10
H 1.74946 -2.40092 0.16595 0.10
P 2.31298 -0.54237 -2.10188 0.96
C -1.34293 3.05823 2.44316 -0.46
C -2.00869 3.97516 3.48821 -0.17
H -0.36586 2.68631 2.78037 0.07
H -2.01394 2.21592 2.14686 -0.01
H -2.12736 3.47942 4.45892 0.07
H -1.42107 4.89249 3.66418 0.08
H -3.00555 4.30496 3.16722 0.08
C -1.46136 3.17032 -0.52360 -0.46
C -1.43493 4.17500 -1.69493 -0.16
H -2.46953 2.74703 -0.40046 0.07
H -0.74145 2.34585 -0.64041 0.01
H -1.81399 3.72335 -2.61788 0.07
H -2.07582 5.04627 -1.49509 0.08
H -0.42326 4.55294 -1.89692 0.07
C 0.76212 4.25955 0.81513 -0.50
C 1.20742 5.64748 1.26823 -0.16
H 1.05562 4.05756 -0.22362 0.05
H 1.27042 3.47952 1.42127 -0.04
H 2.28091 5.77875 1.07174 0.08
H 0.66537 6.43767 0.72156 0.08
H 1.04005 5.78783 2.34883 0.07
C 3.58853 0.06991 -0.99596 -0.42
C 4.96434 0.55928 -1.46813 -0.09
H 3.75372 -0.74306 -0.28471 0.10
H 3.03611 0.92282 -0.41139 -0.18
H 5.61960 -0.24624 -1.84942 0.09
H 4.90835 1.35097 -2.22565 0.08
H 5.44948 0.95764 -0.56824 0.09
C 1.85040 0.64433 -3.36862 -0.32
C 1.15011 0.17210 -4.65290 -0.10
H 2.82389 1.10620 -3.60133 0.10
H 1.25174 1.40237 -2.84263 0.09
H 1.85626 -0.35242 -5.30482 0.08
H 0.27631 -0.46946 -4.47642 0.08
H 0.80455 1.07089 -5.17795 0.09
C 3.01517 -1.96311 -2.95347 -0.31
C 3.54147 -3.10694 -2.08010 -0.11
H 3.83045 -1.53480 -3.56900 0.11
H 2.22206 -2.32487 -3.63494 0.11
H 2.79411 -3.43456 -1.34393 0.06
H 3.77022 -3.94263 -2.74870 0.09
H 4.46649 -2.84394 -1.55434 0.08
O -0.07350 -1.30710 4.69029 0.15
C -0.84545 -0.83465 3.97631 0.01
```

Results
E ... -5078.35188 Ha
Spin multiplicity ... 1
Energy relative to the best compared isomer or geometry (same formula, charge and spin) ... 38.2 kcal per mole
HOMO (alpha / beta) ... -0.4752 / -0.4778 Ha
Frontier orbital gap (alpha / beta) ... 4.6459 / 6.2043 eV
Charge ... +2

Entry 3:
Below is 4 unconnected molecules or ions with the total composition C26H40BrClF7N4O18P2S4 at a distorted geometry, with properties calculated with ωB97M-V/def2-TZVPD.

```
103
Properties=species:S:1:pos:R:3:lowdin_charge:R:1
C -0.69561 3.40663 -0.34479 0.24
C 0.29090 2.77727 -0.57059 -0.12
N 1.43767 1.97995 -0.81187 0.08
C 2.50239 3.01335 -1.26065 -0.37
F 3.20799 2.48053 -2.23945 0.17
F 3.29767 3.24333 -0.22716 0.19
C 2.07708 4.46078 -1.76785 -0.34
F 1.63906 5.22883 -0.79097 0.20
F 3.29624 4.93060 -2.10848 0.17
C 1.22620 4.64714 -3.06989 -0.59
F -0.06399 4.62590 -2.82597 0.20
F 1.52380 3.69869 -3.93687 0.20
F 1.52136 5.81095 -3.57641 0.24
C 1.77193 1.25393 0.53436 -0.14
C 0.95185 1.70829 1.73751 -0.19
C -0.45764 1.12391 1.86922 -0.44
S -0.77802 0.60995 3.59680 1.03
C -1.70428 -0.82958 3.29313 -0.71
N -1.72116 -1.91423 3.97415 0.06
N -2.63092 -2.73790 3.33308 0.06
C -3.06071 -2.11205 2.31869 -0.18
O -2.52357 -0.86090 2.22307 0.02
C 1.84323 -0.29736 0.49918 -0.18
N 1.42360 -1.00562 -0.72491 -0.33
P 1.25137 -2.67829 -0.37879 0.63
O 1.85610 -3.43960 -1.66198 -0.36
Br -0.94493 -2.95043 -0.89099 0.32
C 1.87974 -0.33874 -1.96428 -0.36
C 1.57997 -1.12150 -3.27777 -0.15
C 1.16479 -0.31814 -4.50856 -0.24
C 2.27619 0.47252 -5.18990 -0.59
Cl 1.67917 1.06477 -6.76236 0.59
P 3.73663 -0.35678 -1.91178 0.52
O 4.42021 -0.01251 -3.16605 -0.23
O 4.32897 0.51670 -0.70215 -0.12
O 3.91707 -1.85756 -1.43666 -0.15
C 1.05350 0.98282 -1.96932 -0.11
C -0.42800 0.58351 -1.84171 -0.14
C -1.41992 1.39749 -2.69771 -0.13
C -2.76193 1.50683 -1.99189 -0.25
O -3.53196 2.47931 -2.65014 -0.17
C -4.89786 2.43621 -2.28913 -0.09
H -1.57113 3.98091 -0.13378 0.10
H 2.78791 1.51359 0.79464 0.13
H 1.53599 1.32942 2.58251 0.12
H 0.97066 2.78723 1.88492 0.13
H -1.24017 1.82252 1.60560 0.03
H -0.59353 0.23052 1.26718 0.06
H -3.75340 -2.42882 1.56122 0.14
H 1.24952 -0.70186 1.31763 0.10
H 2.86765 -0.59344 0.74329 0.11
H 2.64472 -3.94371 -1.39696 0.02
H 2.43053 -1.74083 -3.55287 0.11
H 0.78473 -1.82899 -3.05858 0.08
H 0.79481 -1.03709 -5.24124 0.12
H 0.32299 0.35181 -4.34216 0.08
H 3.16233 -0.12304 -5.36935 0.07
H 2.56265 1.34561 -4.61226 0.04
H 5.12547 0.96061 -1.03137 0.11
H 4.86463 -1.98189 -1.20746 0.06
H 1.12577 1.55322 -2.88753 0.12
H -0.51138 -0.44490 -2.18577 0.07
H -0.76086 0.52634 -0.80800 0.10
H -1.60840 0.87362 -3.63408 0.12
H -1.05102 2.38932 -2.94216 0.10
H -3.26736 0.53147 -2.01563 0.14
H -2.64078 1.76426 -0.93314 0.09
H -5.04337 2.70813 -1.23948 0.08
H -5.31835 1.44327 -2.46745 0.09
H -5.42609 3.16436 -2.89798 0.09
C 6.83431 -6.11274 -3.00231 -0.13
C 6.52850 -4.98160 -3.96340 -0.13
O 5.49471 -4.23153 -3.28981 -0.17
S 5.72408 -4.29678 -1.72374 0.61
O 6.39476 -3.11329 -1.28936 -0.21
O 4.50533 -4.68060 -1.10485 -0.21
O 6.75588 -5.49174 -1.70097 -0.16
H 6.08721 -6.90514 -3.05159 0.14
H 7.82566 -6.53194 -3.14124 0.14
H 6.15811 -5.32413 -4.92408 0.14
H 7.38948 -4.32856 -4.11025 0.14
C -4.34868 3.00698 4.40332 -0.14
C -3.84859 4.43591 4.34351 -0.14
O -3.28858 4.54325 3.01640 -0.19
S -4.13154 3.64971 2.00710 0.58
O -5.06773 4.43980 1.30173 -0.19
O -3.21034 2.82784 1.28915 -0.26
O -4.89038 2.77368 3.08663 -0.17
H -3.53521 2.29969 4.57437 0.12
H -5.12824 2.85885 5.14402 0.14
H -3.07860 4.64774 5.07842 0.14
H -4.65919 5.15897 4.43764 0.14
C -5.07096 -4.63695 6.32908 -0.16
C -4.07673 -3.51947 6.55905 -0.17
O -4.73079 -2.65986 7.50376 -0.19
S -5.63808 -3.53015 8.49434 0.59
O -4.92929 -3.77843 9.69505 -0.21
O -6.93724 -2.96627 8.50774 -0.22
O -5.63706 -4.87283 7.62557 -0.19
H -5.87069 -4.33312 5.65071 0.13
H -4.60623 -5.54638 5.96027 0.14
H -3.83871 -2.96815 5.65523 0.10
H -3.15386 -3.89336 7.00659 0.14
```

Results
E ... -8596.49159 Ha
Spin multiplicity ... 1
HOMO ... -0.4312 Ha
Frontier orbital gap ... 9.6687 eV
Charge ... +1